# 1
{"formula": "C6H12N2O2", "method": "ωB97M-V with the def2-TZVPD basis set", "lumo_ha": -0.0111, "multiplicity": 1, "fmax_ev_per_a": 4.31, "total_charge": 0, "orbital_gap_ev": 8.17, "symbols": ["C", "C", "N", "O", "O", "H", "H", "H", "H", "H", "C", "C", "C", "C", "N", "H", "H", "H", "H", "H", "H", "H"], "positions_angstrom": [[0.78232, -1.63503, -0.38390], [-0.95622, -1.83051, -0.13361], [1.50120, -1.49112, 0.86004], [-1.29122, -1.48632, 1.03725], [-1.58457, -2.18457, -1.09210], [1.26930, -2.24342, 1.50038], [0.85037, 0.62433, 1.79787], [2.50801, -1.49457, 0.72766], [0.90786, -2.61258, -0.86441], [1.07534, -0.88822, -1.12056], [1.28238, 1.81732, -0.43751], [0.02789, 1.22347, 0.12814], [-1.15193, 1.21899, -0.73355], [-2.40356, 1.17307, -0.28482], [-0.05139, 0.77260, 1.34363], [-0.72438, -0.36798, 1.42672], [-0.95416, 1.23914, -1.79632], [1.53224, 1.35480, -1.39234], [2.12966, 1.68946, 0.23660], [1.12078, 2.87997, -0.62708], [-2.62624, 1.09138, 0.77022], [-3.24368, 1.14979, -0.96229]], "forces_ev_per_angstrom": [[-2.454, -1.739, -0.007], [3.744, 1.870, -1.015], [0.367, 0.129, 0.377], [-0.493, 0.985, 1.541], [-0.461, -0.557, 0.042], [0.007, 0.095, -0.110], [-0.154, 0.415, -0.101], [-0.128, -0.127, -0.059], [0.445, 0.086, -0.127], [-0.348, 0.189, 0.105], [0.072, -0.062, 0.213], [-0.026, 0.108, 1.129], [-0.358, 0.013, -0.124], [0.211, -0.204, 0.047], [-0.146, -1.306, -0.886], [-0.161, -0.235, -0.868], [-0.007, 0.133, -0.094], [-0.114, -0.014, -0.041], [-0.088, 0.051, 0.007], [0.029, 0.011, 0.005], [0.050, 0.147, 0.057], [0.011, 0.012, -0.091]]}

***

# 2
{"formula": "C6H12N2O2", "method": "ωB97M-V with the def2-TZVPD basis set", "lumo_ha": 0.0253, "multiplicity": 1, "fmax_ev_per_a": 4.46, "total_charge": 0, "orbital_gap_ev": 8.67, "symbols": ["C", "C", "C", "C", "C", "C", "N", "N", "O", "O", "H", "H", "H", "H", "H", "H", "H", "H", "H", "H", "H", "H"], "positions_angstrom": [[-2.18421, -1.52836, 0.59889], [-2.69662, -1.21156, -0.75430], [-0.93134, 1.41764, 0.80351], [2.99069, 1.45459, -0.48694], [-1.96108, 0.91997, 0.11877], [2.33773, 0.49023, 0.53787], [-2.63759, -0.19898, 0.26438], [1.75085, -0.62594, 0.17844], [1.88796, -1.04565, -1.13706], [1.13028, -1.41681, 0.90479], [-2.93951, -2.07842, 1.15568], [-1.12529, -1.82437, 0.95806], [-1.86362, -1.12107, -1.54748], [-3.65460, -1.59838, -1.15553], [-0.23731, 0.78646, 1.41584], [1.84740, -1.95158, -1.11679], [-0.59749, 2.37736, 0.65417], [2.65089, 2.47468, -0.33802], [2.58624, 1.11676, -1.44936], [4.07286, 1.39921, -0.56926], [-2.50760, 1.52693, -0.66350], [2.08138, 0.63728, 1.62786]], "forces_ev_per_angstrom": [[0.749, -1.150, 1.536], [1.888, -0.166, -2.438], [0.698, -2.770, 0.642], [-1.287, -1.471, 0.192], [0.431, 3.487, -1.240], [-0.618, 0.030, 0.151], [-1.738, -3.250, 0.647], [1.070, 0.331, 0.328], [0.452, 4.365, -0.775], [-0.206, -0.260, 0.283], [0.142, 0.207, 0.400], [-1.601, 0.961, -1.369], [-1.458, -0.101, 1.090], [0.568, 0.400, 0.582], [-1.250, 0.438, -0.258], [-0.422, -3.713, 0.551], [0.526, 2.108, -0.541], [0.108, 0.054, 0.252], [0.229, 0.309, 0.100], [0.071, -0.018, 0.402], [0.919, -0.135, 0.949], [0.731, 0.344, -1.484]]}

***

What did the second record say?
{"formula": "C6H12N2O2", "method": "ωB97M-V with the def2-TZVPD basis set", "lumo_ha": 0.0253, "multiplicity": 1, "fmax_ev_per_a": 4.46, "total_charge": 0, "orbital_gap_ev": 8.67, "symbols": ["C", "C", "C", "C", "C", "C", "N", "N", "O", "O", "H", "H", "H", "H", "H", "H", "H", "H", "H", "H", "H", "H"], "positions_angstrom": [[-2.18421, -1.52836, 0.59889], [-2.69662, -1.21156, -0.75430], [-0.93134, 1.41764, 0.80351], [2.99069, 1.45459, -0.48694], [-1.96108, 0.91997, 0.11877], [2.33773, 0.49023, 0.53787], [-2.63759, -0.19898, 0.26438], [1.75085, -0.62594, 0.17844], [1.88796, -1.04565, -1.13706], [1.13028, -1.41681, 0.90479], [-2.93951, -2.07842, 1.15568], [-1.12529, -1.82437, 0.95806], [-1.86362, -1.12107, -1.54748], [-3.65460, -1.59838, -1.15553], [-0.23731, 0.78646, 1.41584], [1.84740, -1.95158, -1.11679], [-0.59749, 2.37736, 0.65417], [2.65089, 2.47468, -0.33802], [2.58624, 1.11676, -1.44936], [4.07286, 1.39921, -0.56926], [-2.50760, 1.52693, -0.66350], [2.08138, 0.63728, 1.62786]], "forces_ev_per_angstrom": [[0.749, -1.150, 1.536], [1.888, -0.166, -2.438], [0.698, -2.770, 0.642], [-1.287, -1.471, 0.192], [0.431, 3.487, -1.240], [-0.618, 0.030, 0.151], [-1.738, -3.250, 0.647], [1.070, 0.331, 0.328], [0.452, 4.365, -0.775], [-0.206, -0.260, 0.283], [0.142, 0.207, 0.400], [-1.601, 0.961, -1.369], [-1.458, -0.101, 1.090], [0.568, 0.400, 0.582], [-1.250, 0.438, -0.258], [-0.422, -3.713, 0.551], [0.526, 2.108, -0.541], [0.108, 0.054, 0.252], [0.229, 0.309, 0.100], [0.071, -0.018, 0.402], [0.919, -0.135, 0.949], [0.731, 0.344, -1.484]]}